1.
Molecular formula: C3H3N3S
Method: DFT, wB97M-V/def2-TZVPD

Last columns: bonded neighbours and bond lengths (Å).
Atoms and positions in Å:
1 C -0.51414 0.80907 0.08232  C3 1.472, N7 1.259, N8 1.543
2 C -0.37819 -1.56987 0.05349  C3 1.538, H6 1.260, N9 1.354
3 C 0.45692 -0.28482 -0.07909  C1 1.472, C2 1.538, S10 1.533
4 H -0.98321 2.62940 0.36543  N7 1.032
5 H -2.67147 0.85448 1.32496  no bonds
6 H -0.10842 -2.70462 0.52933  C2 1.260
7 N -0.18996 2.02563 0.09897  C1 1.259, H4 1.032
8 N -1.76463 0.19816 -0.58399  C1 1.543, N9 1.547
9 N -1.66131 -1.15241 0.16427  C2 1.354, N8 1.547
10 S 1.98043 -0.12532 -0.01967  C3 1.533

Properties
HOMO energy in eV: -9.091
Relative energy (zero: lowest compared OMol25 entry of this formula, charge and spin) in kcal per mole: 219.3
HOMO-LUMO gap in eV: 6.2
Electronic energy in Ha: -678.22984
Lowest unoccupied orbital energy in hartree: -0.1044



2.
Molecular formula: C4H5N3
Method: DFT, wB97M-V/def2-TZVPD

Last columns: bonded neighbours and bond lengths (Å).
Atoms and positions in Å:
1 C -1.23138 -0.15056 -0.42257  C2 1.747, H8 1.133, H9 1.141, H10 1.170
2 C 0.42675 0.16557 0.02695  C1 1.747, N3 1.435, C4 1.509, C6 1.427
3 N 0.73532 -0.80452 1.03808  C2 1.435, H11 0.965, H12 1.014
4 C 1.07819 -0.23245 -1.27485  C2 1.509, N5 1.152
5 N 1.47183 -0.75491 -2.22322  C4 1.152
6 C 0.61470 1.50936 0.47040  C2 1.427, N7 1.141
7 N 0.52439 2.52536 0.98144  C6 1.141
8 H -1.22818 -1.05484 -1.10491  C1 1.133
9 H -1.81510 -0.05449 0.55330  C1 1.141
10 H -1.64842 0.67531 -1.13815  C1 1.170
11 H 1.10945 -0.40263 1.83154  N3 0.965
12 H -0.03754 -1.42121 1.26199  N3 1.014

Properties
HOMO energy in eV: -10.658
Relative energy (zero: lowest compared OMol25 entry of this formula, charge and spin) in kcal per mole: 60.0
HOMO-LUMO gap in eV: 11.3
Electronic energy in Ha: -319.61661
Lowest unoccupied orbital energy in hartree: 0.0239



3.
Molecular formula: C4H2F2O
Method: DFT, wB97M-V/def2-TZVPD

Last columns: bonded neighbours and bond lengths (Å).
Atoms and positions in Å:
1 C -1.85225 1.35117 0.76491  C2 1.241
2 C -0.88145 0.60046 0.57769  C1 1.241, C3 1.481, C4 1.542
3 C 0.15711 -0.43819 0.38579  C2 1.481, C4 1.440, H8 1.058
4 C 0.49859 0.89226 -0.04630  C2 1.542, C3 1.440, F6 1.310, F7 1.329
5 O -0.22788 -1.59596 -1.25551  H9 0.986
6 F 0.56785 1.24527 -1.30599  C4 1.310
7 F 1.37142 1.57735 0.68459  C4 1.329
8 H 0.60944 -1.14457 1.02996  C3 1.058
9 H -0.24284 -2.48780 -0.83515  O5 0.986

Properties
HOMO energy (spin up / spin down) in eV: -11.021 / -11.020
Relative energy (zero: lowest compared OMol25 entry of this formula, charge and spin) in kcal per mole: 161.9
HOMO-LUMO gap (spin up / spin down) in eV: 9.3 / 9.3
Electronic energy in Ha: -428.29583
Lowest unoccupied orbital energy (spin up / spin down) in hartree: -0.0630 / -0.0630



4.
Molecular formula: C18H22N2O6
Method: DFT, wB97M-V/def2-TZVPD

Last columns: bonded neighbours and bond lengths (Å).
Atoms and positions in Å:
1 C -4.45322 -1.50544 -1.69474  O2 1.406, H27 1.094, H28 1.094, H29 1.089
2 O -3.59686 -2.44041 -1.08637  C1 1.406, C3 1.377
3 C -2.63834 -1.97288 -0.21533  O2 1.377, C4 1.382, C25 1.405
4 C -2.41504 -0.64340 0.09082  C3 1.382, C5 1.392, H30 1.078
5 C -1.42321 -0.28704 0.99967  C4 1.392, C6 1.521, C23 1.386
6 C -1.14239 1.17590 1.30706  C5 1.521, N7 1.447, C13 1.519, H31 1.096
7 N -2.31358 2.01550 1.17553  C6 1.447, C8 1.349, H32 1.009
8 C -2.71995 2.54953 0.00479  N7 1.349, O9 1.212, N10 1.393
9 O -3.82327 3.00536 -0.20169  C8 1.212
10 N -1.73569 2.59662 -0.97963  C8 1.393, C11 1.375, H33 1.010
11 C -0.40538 2.32687 -0.75780  N10 1.375, C12 1.493, C13 1.351
12 C 0.53208 2.82138 -1.80963  C11 1.493, H34 1.088, H35 1.086, H36 1.088
13 C -0.05467 1.66652 0.36787  C6 1.519, C11 1.351, C14 1.462
14 C 1.30145 1.33698 0.80262  C13 1.462, O15 1.211, O16 1.348
15 O 1.57124 0.97653 1.92674  C14 1.211
16 O 2.23300 1.46026 -0.16376  C14 1.348, C17 1.422
17 C 3.56204 1.09855 0.18864  O16 1.422, C18 1.542, H37 1.091, H38 1.094
18 C 3.74310 -0.42899 0.29060  C17 1.542, C19 1.533, O22 1.418, H39 1.095
19 C 3.33893 -1.13940 -1.00606  C18 1.533, C20 1.527, H40 1.090, H41 1.088
20 C 4.66267 -1.20313 -1.76535  C19 1.527, C21 1.528, H42 1.090, H43 1.087
21 C 5.65992 -1.38157 -0.62189  C20 1.528, O22 1.419, H44 1.099, H45 1.093
22 O 5.11611 -0.71043 0.50431  C18 1.418, C21 1.419
23 C -0.65281 -1.27457 1.59207  C5 1.386, C24 1.384, H46 1.078
24 C -0.86113 -2.60713 1.28125  C23 1.384, C25 1.384, H47 1.078
25 C -1.84967 -2.97001 0.38267  C3 1.405, C24 1.384, O26 1.358
26 O -2.05608 -4.27887 0.08439  C25 1.358, H48 0.967
27 H -5.02109 -0.93784 -0.95164  C1 1.094
28 H -3.89871 -0.81208 -2.33475  C1 1.094
29 H -5.13990 -2.08936 -2.30566  C1 1.089
30 H -3.01960 0.12287 -0.36749  C4 1.078
31 H -0.77014 1.25394 2.33472  C6 1.096
32 H -3.02704 1.92209 1.88237  N7 1.009
33 H -2.00110 3.10182 -1.81334  N10 1.010
34 H 0.92211 1.98392 -2.38505  C12 1.088
35 H 1.38140 3.32523 -1.35702  C12 1.086
36 H 0.02593 3.50802 -2.48490  C12 1.088
37 H 4.19517 1.50124 -0.60375  C17 1.091
38 H 3.83460 1.54916 1.14746  C17 1.094
39 H 3.17274 -0.78581 1.15506  C18 1.095
40 H 2.97622 -2.14344 -0.78552  C19 1.090
41 H 2.56190 -0.59257 -1.53589  C19 1.088
42 H 4.84848 -0.26597 -2.29096  C20 1.090
43 H 4.70497 -2.02194 -2.47941  C20 1.087
44 H 5.78314 -2.44565 -0.37718  C21 1.099
45 H 6.64345 -0.95461 -0.83318  C21 1.093
46 H 0.11942 -0.99839 2.29209  C23 1.078
47 H -0.26856 -3.38479 1.73498  C24 1.078
48 H -2.79208 -4.32822 -0.54096  O26 0.967

Properties
HOMO energy in eV: -8.143
Relative energy (zero: lowest compared OMol25 entry of this formula, charge and spin) in kcal per mole: 18.1
HOMO-LUMO gap in eV: 8.7
Electronic energy in Ha: -1260.09812
Lowest unoccupied orbital energy in hartree: 0.0195